Entry 1:
Computed, not measured: the molecule C4H5N3S in a non-equilibrium geometry, with ωB97M-V/def2-TZVPD.

Element x y z (Å)
C: -0.63326 -0.20812 0.00294
H: 2.27875 0.33402 -1.20501
S: -1.87439 -1.26483 0.29733
C: -0.46305 1.28768 -0.06413
H: 0.40001 3.11848 0.96601
C: 0.43001 2.03165 0.87961
H: -1.32418 1.89376 -0.47925
N: 1.60113 0.44332 -0.43005
H: 1.02195 1.53507 1.69643
H: 2.05529 -2.00762 -0.55265
C: 0.80165 -0.71213 -0.29647
N: 1.13384 -1.93283 -0.26202
N: 0.80021 1.62796 -0.49570

Cartesian forces (eV/Å) of the 2 atoms listed first:
0.2 -1.4 0.7
-0.6 0.7 0.7

Values from the calculation:
Net charge ... 0
Energy relative to the best compared isomer or geometry (same formula, charge and spin) ... 83.5 kcal/mol
Frontier orbital gap ... 7.86 eV
Structure (SMILES) ... [H]/N=C1\NN2C[C@@H]2C1=S
HOMO energy ... -0.330 hartree
Lowest unoccupied orbital energy ... -1.11 eV
Energy ... -19531.2580 eV

Entry 2:
Computed, not measured: a structure of composition C4H5N3S in a non-equilibrium geometry, with ωB97M-V/def2-TZVPD.

Element x y z (Å)
N: -2.01180 -0.38962 0.08257
H: -1.54590 -2.39326 0.16969
H: 1.51265 1.85215 -0.10762
H: -2.22227 1.50470 -0.03175
N: 1.37743 -1.60312 -0.03205
C: -1.39374 0.74052 -0.19124
S: 2.42617 -0.38123 -0.07998
H: 1.06628 0.99266 1.52022
N: -1.17579 -1.41172 0.14150
C: 1.28528 0.96570 0.43581
H: 0.39493 0.70453 -1.46205
C: 0.10851 0.45977 -0.35301
C: 0.17826 -1.04108 -0.09208

Cartesian forces (eV/Å) of the 2 atoms listed first:
-0.2 1.8 -0.6
0.6 1.7 0.0

Values from the calculation:
Net charge ... 0
Energy relative to the best compared isomer or geometry (same formula, charge and spin) ... 75.5 kcal/mol
Frontier orbital gap ... 8.48 eV
HOMO energy ... -0.287 hartree
Lowest unoccupied orbital energy ... 0.66 eV
Energy ... -19531.6076 eV

Entry 3:
Computed, not measured: the molecule C4H5N3S in a non-equilibrium geometry, with ωB97M-V/def2-TZVPD.

Element x y z (Å)
N: 2.14953 -1.20941 0.00724
C: 0.89450 -1.64315 0.00987
S: 1.02972 1.73789 -0.00141
N: -1.56069 0.88626 0.00675
C: -0.22337 0.62137 -0.00057
H: 2.97665 -1.86160 -0.00370
C: -2.26628 -0.30612 -0.01097
N: -1.51213 -1.34022 0.00579
H: 0.73660 -2.68915 0.00185
C: -0.21164 -0.82418 -0.01821
H: -3.32701 -0.32271 -0.00544
H: -1.92332 1.83915 0.04906
H: 2.36529 -0.21590 -0.03842

Cartesian forces (eV/Å) of the 2 atoms listed first:
1.8 -1.1 -0.1
0.2 1.2 -0.2

Values from the calculation:
Net charge ... 0
Energy relative to the best compared isomer or geometry (same formula, charge and spin) ... 1.7 kcal/mol
Frontier orbital gap ... 7.84 eV
Structure (SMILES) ... N/C=C1/N=CNC1=S
HOMO energy ... -0.283 hartree
Lowest unoccupied orbital energy ... 0.14 eV
Energy ... -19534.8076 eV

Entry 4:
Computed, not measured: the molecule C4H5N3S in a non-equilibrium geometry, with ωB97M-V/def2-TZVPD.

Element x y z (Å)
N: 2.55794 0.44268 0.10858
C: 2.13701 -0.82541 0.09121
C: -0.89955 0.92930 -0.00069
H: -2.35047 -0.48475 0.99241
N: 0.42191 0.47822 -0.30479
H: -2.45455 -0.19699 -0.87681
S: -0.60894 -1.82284 -0.03623
H: -1.27403 1.60306 -0.82859
H: 2.86138 -1.61620 0.18436
N: 1.45815 1.21279 -0.09468
C: 0.75944 -0.83469 -0.15418
H: -0.79576 1.39421 0.93403
C: -1.81252 -0.27938 -0.01461

Cartesian forces (eV/Å) of the 2 atoms listed first:
-2.6 1.8 -0.7
-1.0 -0.7 -0.5

Values from the calculation:
Net charge ... 0
Energy relative to the best compared isomer or geometry (same formula, charge and spin) ... 54.7 kcal/mol
Frontier orbital gap ... 8.90 eV
Structure (SMILES) ... c1nnn2c1SCC2
HOMO energy ... -0.306 hartree
Lowest unoccupied orbital energy ... 0.56 eV
Energy ... -19532.5083 eV

Entry 5:
Computed, not measured: a structure of composition C4H5N5O2 in a non-equilibrium geometry, with ωB97M-V/def2-TZVPD.

Element x y z (Å)
C: 0.80163 -2.33917 0.50570
N: -1.94143 2.33015 1.02102
H: -2.35038 2.80156 -1.02440
N: -0.98305 1.53306 1.50265
C: -0.46597 0.94460 0.44252
O: 0.44777 -1.08641 -1.63527
N: 0.40750 -1.39069 1.33176
H: -0.40768 -0.71298 -1.41676
O: 2.47485 -1.42399 -1.03912
H: 1.12172 -3.35546 0.51286
H: -0.70782 1.64699 2.43325
N: 0.87633 -0.29917 0.61222
C: 1.24982 -1.33300 -0.48720
H: 2.44829 -0.82549 -1.82227
C: -1.88204 2.25847 -0.26821
N: -1.08953 1.25152 -0.66876

Cartesian forces (eV/Å) of the 2 atoms listed first:
0.7 3.0 0.3
-1.2 3.2 1.5

Values from the calculation:
Net charge ... 0
Energy relative to the best compared isomer or geometry (same formula, charge and spin) ... 73.2 kcal/mol
Frontier orbital gap ... 10.16 eV
HOMO energy ... -0.351 hartree
Lowest unoccupied orbital energy ... 0.62 eV
Energy ... -15769.5031 eV

Entry 6:
Computed, not measured: the molecule C4H5NO in a non-equilibrium geometry, with ωB97M-V/def2-TZVPD.

Element x y z (Å)
C: -0.24241 -0.34770 0.48827
H: 1.72253 1.63745 -0.21154
H: -1.31610 -1.97368 1.03017
N: -0.71245 -1.25573 1.39911
H: -0.23643 -1.27127 -1.52085
C: 0.63632 1.59233 -0.11210
H: 0.70152 1.23249 -2.20015
O: 0.20687 0.80346 0.98052
H: -1.02626 -0.85650 2.27117
C: -0.11635 -0.41035 -0.88432
C: 0.38276 0.84952 -1.24027

Cartesian forces (eV/Å) of the 2 atoms listed first:
0.0 -0.1 -0.1
0.3 1.6 1.0

Values from the calculation:
Net charge ... 0
Energy relative to the best compared isomer or geometry (same formula, charge and spin) ... 44.5 kcal/mol
Frontier orbital gap ... 8.72 eV
Structure (SMILES) ... Nc1ccco1
HOMO energy ... -0.287 hartree
Lowest unoccupied orbital energy ... 0.91 eV
Energy ... -7764.5983 eV

Entry 7:
Computed, not measured: a structure of composition C4H5NO in a non-equilibrium geometry, with ωB97M-V/def2-TZVPD.

Element x y z (Å)
O: -0.54083 -1.34455 0.32058
H: 1.57580 -0.95961 0.02090
H: 0.71300 -0.29878 1.60849
C: 0.75428 -0.92054 0.71769
H: 1.08610 1.21078 -0.41307
H: 1.06479 -0.13712 -1.60068
N: -1.84420 1.74796 1.11961
C: -0.75935 -0.12665 -0.37769
C: -1.37866 0.90832 0.47614
H: -1.36664 -0.29713 -1.25996
C: 0.69570 0.21731 -0.61201

Cartesian forces (eV/Å) of the 2 atoms listed first:
0.1 0.0 -0.3
1.4 -2.9 1.3

Values from the calculation:
Net charge ... 0
Energy relative to the best compared isomer or geometry (same formula, charge and spin) ... 99.7 kcal/mol
Frontier orbital gap ... 10.40 eV
HOMO energy ... -0.355 hartree
Lowest unoccupied orbital energy ... 0.74 eV
Energy ... -7762.2025 eV

Entry 8:
Computed, not measured: a structure of composition C4H5NO, with ωB97M-V/def2-TZVPD.

Element x y z (Å)
H: 1.61518 -0.57383 1.37458
O: -1.54383 1.76705 -1.04689
H: -0.57687 1.21108 -2.74179
C: -0.13843 0.04526 0.32208
H: 0.22517 -0.80499 2.46368
C: 0.11568 0.10830 -1.01523
H: 0.37455 -1.89118 1.06243
C: 0.57156 -0.88415 1.43206
N: -0.78259 0.44967 1.30006
H: 0.85527 -0.50860 -1.50438
C: -0.71966 1.09076 -1.65129

Cartesian forces (eV/Å) of the 2 atoms listed first:
-0.2 0.0 0.0
0.2 -0.2 -0.2

Values from the calculation:
Net charge ... 0
Energy relative to the best compared isomer or geometry (same formula, charge and spin) ... 90.5 kcal/mol
Frontier orbital gap ... 8.07 eV
HOMO energy ... -0.318 hartree
Lowest unoccupied orbital energy ... -0.59 eV
Energy ... -7762.6039 eV

Entry 9:
Computed, not measured: the molecule C4H5NO in a non-equilibrium geometry, with ωB97M-V/def2-TZVPD.

Element x y z (Å)
C: 0.65542 0.00765 0.10731
H: 0.33800 -2.04861 -0.47838
C: -1.45075 -0.67489 -0.03025
H: 2.51305 -0.61899 0.67427
N: 2.01793 -0.08748 -0.14085
H: 0.18735 2.07708 -0.39991
C: -0.16302 -1.06402 0.07536
H: -2.48817 -0.91335 -0.03866
H: 2.66544 0.65830 -0.15378
O: -1.38700 0.66124 -0.02611
C: -0.08251 1.09261 0.11280

Cartesian forces (eV/Å) of the 2 atoms listed first:
3.2 1.4 -0.2
-1.7 2.1 2.4

Values from the calculation:
Net charge ... 0
Energy relative to the best compared isomer or geometry (same formula, charge and spin) ... 61.6 kcal/mol
Frontier orbital gap ... 9.60 eV
Structure (SMILES) ... Nc1ccoc1
HOMO energy ... -0.314 hartree
Lowest unoccupied orbital energy ... 1.05 eV
Energy ... -7763.8548 eV

Entry 10:
Computed, not measured: a structure of composition C4H5NO in a non-equilibrium geometry, with ωB97M-V/def2-TZVPD.

Element x y z (Å)
H: 0.47510 1.36618 -1.14659
H: 0.70172 -2.23328 0.32481
C: 1.55232 -0.34819 0.22625
H: -2.15420 0.43214 0.16191
C: -0.58599 1.12778 -1.05715
H: -1.23980 1.50628 -1.84124
C: -0.31330 -0.34157 0.93153
H: -0.77054 -0.58452 1.89148
O: 2.68696 -0.09234 -0.04344
C: -1.07965 0.42653 -0.02514
N: 0.72738 -1.25901 0.57758

Cartesian forces (eV/Å) of the 2 atoms listed first:
-0.2 -0.2 0.0
-0.2 -0.7 -0.2

Values from the calculation:
Net charge ... 0
Energy relative to the best compared isomer or geometry (same formula, charge and spin) ... 87.6 kcal/mol
Frontier orbital gap (spin up / spin down) ... 7.88 / 7.89 eV
HOMO energy (spin up / spin down) ... -0.286 / -0.286 hartree
Lowest unoccupied orbital energy (spin up / spin down) ... 0.11 / 0.11 eV
Energy ... -7762.7285 eV

Entry 11:
Computed, not measured: the molecule C4H5NO, with ωB97M-V/def2-TZVPD.

Element x y z (Å)
N: -0.16520 1.28137 -1.55015
O: 1.01473 0.50016 -1.59711
C: 1.27042 -0.01069 -0.40022
C: 0.34522 0.05988 0.60869
H: 2.29933 -0.35997 -0.33796
H: -1.78697 -0.11411 1.04339
H: -0.86252 -1.63809 1.08989
H: 0.78487 0.04036 1.60629
C: -0.99735 -0.69022 0.55691
C: -0.66166 1.52890 -0.42826
H: -1.31400 -0.90966 -0.46437

Cartesian forces (eV/Å) of the 2 atoms listed first:
-0.4 0.2 0.5
0.2 -0.2 0.1

Values from the calculation:
Net charge ... 0
Energy relative to the best compared isomer or geometry (same formula, charge and spin) ... 134.8 kcal/mol
Frontier orbital gap ... 8.36 eV
HOMO energy ... -0.332 hartree
Lowest unoccupied orbital energy ... -0.69 eV
Energy ... -7760.6793 eV

Entry 12:
Computed, not measured: the molecule C4H5NO, with ωB97M-V/def2-TZVPD.

Element x y z (Å)
H: -2.49654 0.51977 0.17538
H: 1.86784 0.79969 -0.92610
C: 0.08518 1.69200 0.72168
H: 2.72437 -0.63473 -0.42384
C: 0.90021 -0.40210 0.44728
H: -1.64217 -0.64900 -0.85525
C: -1.65715 -0.17696 0.13298
N: 1.88731 -0.07072 -0.41912
H: -1.79833 -0.96122 0.88208
O: 0.90553 -1.37511 1.16646
C: -0.34629 0.51288 0.39453

Cartesian forces (eV/Å) of the 2 atoms listed first:
0.2 -0.1 0.0
-0.1 -0.1 0.1

Values from the calculation:
Net charge ... 0
Energy relative to the best compared isomer or geometry (same formula, charge and spin) ... 72.4 kcal/mol
Frontier orbital gap ... 9.77 eV
HOMO energy ... -0.377 hartree
Lowest unoccupied orbital energy ... -0.49 eV
Energy ... -7763.3864 eV